Record 1
A structure of composition C21H56O29P2S7Zr in a non-equilibrium geometry. Source: OMol25; level of theory: ωB97M-V/def2-TZVPD.

Each line ends with the Löwdin charge.
Geometry (Å):
1 Zr -1.92814 -2.08004 -1.07309  1.740
2 P 0.04389 -0.61284 -0.35395  0.094
3 O -0.01447 -1.53582 -1.64503  -0.483
4 O -0.50030 -1.79568 0.47256  -0.462
5 O 1.19903 0.29121 -0.06285  -0.314
6 O -1.40766 -0.13040 -0.58982  -0.474
7 P -4.02628 -2.53722 -2.45401  0.072
8 O -5.25237 -2.75328 -3.26568  -0.351
9 O -3.68096 -3.17438 -1.09448  -0.470
10 O -3.54730 -1.07443 -2.05083  -0.482
11 O -2.54436 -2.74258 -2.98609  -0.494
12 O -0.07624 -4.95864 2.07182  -0.287
13 S -1.37525 -4.31823 2.09773  0.638
14 O -1.91778 -3.87205 0.85838  -0.305
15 O -2.41193 -5.34870 2.79462  -0.235
16 C -1.89015 -6.36920 3.62963  -0.305
17 C -2.95152 -6.93507 4.54957  -0.071
18 C -1.36620 -3.00713 3.29003  -0.104
19 H -1.02128 -5.98913 4.17973  0.108
20 H -1.46215 -7.16862 3.01933  0.122
21 H -3.54454 -6.17429 5.05374  0.076
22 H -2.62175 -7.76275 5.17039  0.073
23 H -3.65002 -7.39912 3.83982  0.079
24 H -0.85514 -3.40140 4.17070  0.065
25 H -2.40360 -2.81394 3.54598  0.069
26 H -0.76909 -2.20129 2.87017  0.051
27 O 5.70194 1.95266 0.99488  -0.293
28 S 5.15595 3.09328 0.30753  0.624
29 O 5.67785 4.41634 0.52970  -0.298
30 O 5.22334 2.63936 -1.27628  -0.262
31 C 4.67497 3.56125 -2.22309  -0.286
32 C 5.44942 3.42816 -3.51235  -0.070
33 C 3.36138 3.13028 0.52276  -0.093
34 H 4.81051 4.58312 -1.85630  0.114
35 H 3.60689 3.40932 -2.39688  0.107
36 H 6.52500 3.47691 -3.32874  0.078
37 H 5.25998 4.22681 -4.23516  0.079
38 H 5.25113 2.52720 -4.09580  0.073
39 H 3.19504 3.03709 1.59302  0.055
40 H 2.90125 2.31164 -0.03020  0.064
41 H 3.07447 4.10646 0.14190  0.042
42 O -3.23976 -0.22987 2.89391  -0.308
43 S -3.75690 -0.41656 1.54901  0.692
44 O -3.27031 -1.54572 0.81085  -0.337
45 O -5.38916 -0.47217 1.64331  -0.220
46 C -6.00548 0.30478 2.64825  -0.313
47 C -7.43895 -0.14116 2.89412  -0.070
48 C -3.53460 1.16779 0.67064  -0.080
49 H -6.02504 1.36925 2.39095  0.113
50 H -5.46835 0.24142 3.59744  0.110
51 H -7.50544 -1.12004 3.35670  0.078
52 H -8.05488 0.03973 2.01093  0.079
53 H -7.88563 0.61160 3.55485  0.073
54 H -3.71709 0.99367 -0.38958  0.071
55 H -2.46852 1.35679 0.77718  0.033
56 H -4.18255 1.86812 1.18615  0.057
57 O -0.86375 2.34340 4.98885  -0.294
58 S -0.22991 2.41373 3.69035  0.633
59 O -0.82158 3.22118 2.65552  -0.283
60 O 1.30669 2.96137 3.86196  -0.277
61 C 2.11792 2.38487 4.88115  -0.302
62 C 3.52280 2.90921 4.71511  -0.062
63 C 0.13635 0.74703 3.08534  -0.088
64 H 2.13980 1.28986 4.91688  0.114
65 H 1.70341 2.58232 5.87502  0.115
66 H 3.98060 2.51046 3.80896  0.072
67 H 4.14985 2.48716 5.50511  0.080
68 H 3.56160 3.99465 4.76782  0.083
69 H -0.82896 0.41731 2.69399  0.048
70 H 0.52200 0.09010 3.85386  0.070
71 H 0.78313 0.91541 2.22192  0.054
72 O -0.79120 -4.04855 -1.47664  -0.356
73 S 0.27106 -4.96808 -1.69426  0.645
74 O 0.09421 -6.36234 -1.42785  -0.271
75 O 0.76564 -4.88114 -3.24605  -0.248
76 C 0.58340 -3.60868 -3.91017  -0.249
77 C 1.59956 -3.59865 -5.04215  -0.071
78 C 1.79639 -4.40921 -0.89125  -0.080
79 H 0.82226 -2.78587 -3.23272  0.079
80 H -0.42425 -3.43175 -4.28254  0.118
81 H 1.59017 -2.62096 -5.53114  0.043
82 H 1.26210 -4.24942 -5.85543  0.075
83 H 2.64096 -3.81154 -4.80598  0.073
84 H 2.60667 -5.01979 -1.27939  0.064
85 H 1.68004 -4.50641 0.18576  0.055
86 H 1.93360 -3.36169 -1.15827  0.057
87 O 0.41984 1.45317 -6.01302  -0.308
88 S 0.20215 0.10050 -5.55699  0.630
89 O -0.03339 -0.97843 -6.48406  -0.296
90 O 1.53030 -0.33592 -4.71793  -0.275
91 C 2.10938 0.64508 -3.84463  -0.276
92 C 3.03258 -0.06464 -2.87950  -0.051
93 C -1.03458 0.06337 -4.24313  -0.086
94 H 1.40269 1.26391 -3.28751  0.088
95 H 2.62151 1.33762 -4.51987  0.111
96 H 3.88952 -0.45643 -3.43469  0.077
97 H 2.49334 -0.90134 -2.43528  0.061
98 H 3.38714 0.58729 -2.08424  0.063
99 H -1.93921 0.63195 -4.43216  0.086
100 H -0.56656 0.50387 -3.36542  0.038
101 H -1.17161 -1.00607 -4.08437  0.046
102 O -1.07259 5.02604 -2.29360  -0.289
103 S 0.07884 4.24309 -1.91090  0.612
104 O 0.94321 3.71903 -2.90623  -0.270
105 O 0.96563 5.12303 -0.87238  -0.283
106 C 0.25779 5.75095 0.19594  -0.270
107 C 1.14548 5.68255 1.45162  -0.059
108 C -0.38516 2.88297 -0.79881  -0.084
109 H -0.70507 5.29095 0.41041  0.106
110 H 0.04783 6.79572 -0.04544  0.116
111 H 2.19986 5.88186 1.26826  0.075
112 H 1.01944 4.65334 1.77941  0.040
113 H 0.80737 6.35297 2.24028  0.082
114 H -1.21799 3.23417 -0.19920  0.060
115 H 0.48672 2.84655 -0.15014  0.048
116 H -0.47591 2.00633 -1.42831  0.048

Results
**F_max**: 5.83 eV/A
**Total charge**: -2
**HOMO**: -2.07 eV
**Energy**: -177776.8112 eV
**Gap between HOMO and LUMO**: 5.41 eV

***

Record 2
A cluster of 3 separate species, C21H57ClN9O2P2Si in total in a non-equilibrium geometry. Source: OMol25; level of theory: ωB97M-V/def2-TZVPD.

Each line ends with the Löwdin charge.
Geometry (Å):
1 C 3.43497 4.98889 -4.72589  -0.075
2 C 2.27353 5.61635 -5.52559  -0.244
3 C 1.81996 4.69495 -6.70295  -0.633
4 Cl 1.56065 5.69123 -8.16046  0.682
5 C 0.58277 3.96186 -6.25738  -0.321
6 C -0.75578 4.66728 -6.27730  -0.133
7 N -1.74340 3.55344 -6.09984  0.025
8 Si -2.59949 3.68191 -4.48339  0.563
9 C -1.52329 4.42782 -3.13792  -0.155
10 C -3.31155 2.06849 -3.82674  -0.145
11 C -4.04776 4.85658 -4.73394  -0.155
12 C -1.03810 2.44874 -6.39419  -0.383
13 N -1.38160 1.14480 -6.19657  0.176
14 N 0.12430 2.75772 -6.99950  0.163
15 H 4.34170 5.55475 -4.91789  0.080
16 H 3.20270 5.06054 -3.66529  0.074
17 H 3.59151 3.93494 -4.94839  0.070
18 H 2.52463 6.59185 -5.92239  0.094
19 H 1.40496 5.70499 -4.87109  0.095
20 H 2.62666 3.98357 -6.86248  0.105
21 H 0.78012 3.59887 -5.23672  0.158
22 H -0.85444 5.04684 -7.29952  0.112
23 H -0.86335 5.54861 -5.65515  0.124
24 H -2.10444 4.48155 -2.21914  0.052
25 H -0.63637 3.80911 -2.99040  0.035
26 H -1.25521 5.45345 -3.39150  0.032
27 H -2.87489 1.87019 -2.84702  0.041
28 H -3.26192 1.20977 -4.48530  0.013
29 H -4.37287 2.24168 -3.64443  0.041
30 H -4.93517 4.24401 -4.90060  0.032
31 H -4.23479 5.45075 -3.84264  0.042
32 H -3.92264 5.48090 -5.61843  0.033
33 H -1.47163 0.75832 -5.27469  0.101
34 H -1.61538 0.56481 -6.98331  0.128
35 H 0.78164 2.00280 -7.13675  0.165
36 O -0.26906 0.83917 -0.94169  -0.307
37 P 0.73101 0.21983 -0.00639  0.706
38 N 0.91532 1.47099 1.15106  -0.315
39 C 2.09920 2.13555 1.65012  -0.135
40 C -0.28021 1.83723 1.89391  -0.126
41 N 2.07057 0.08713 -1.13429  -0.307
42 C 3.14368 1.07263 -1.19181  -0.144
43 C 1.64631 -0.25964 -2.48343  -0.168
44 N 1.31624 -1.09157 0.90879  -0.336
45 C 0.27536 -1.89981 1.56172  -0.120
46 C 2.57089 -1.17614 1.60325  -0.104
47 H 2.30521 1.87339 2.69659  0.086
48 H 1.96978 3.22315 1.60499  0.086
49 H 2.99265 1.90692 1.07798  0.043
50 H -0.40799 1.21448 2.78890  0.080
51 H -1.17391 1.72479 1.27731  0.068
52 H -0.24289 2.88302 2.20683  0.081
53 H 2.79624 2.09455 -0.99289  0.075
54 H 3.60099 1.08630 -2.18250  0.074
55 H 3.95944 0.82584 -0.50689  0.067
56 H 1.30403 0.61919 -3.05318  0.061
57 H 0.82796 -0.97947 -2.46635  0.070
58 H 2.47531 -0.72393 -3.02126  0.081
59 H -0.03362 -1.47012 2.52190  0.068
60 H 0.62332 -2.91742 1.74274  0.068
61 H -0.61076 -1.97342 0.92413  0.078
62 H 2.46891 -0.88620 2.65663  0.094
63 H 3.35903 -0.57316 1.15750  0.066
64 H 2.92458 -2.21068 1.57400  0.092
65 O -0.20761 -3.15718 4.62988  -0.283
66 P -0.75928 -4.45368 5.15412  0.714
67 N -1.34817 -3.95693 6.68639  -0.316
68 C -1.10269 -4.48006 8.01230  -0.135
69 C -2.39425 -2.94899 6.67381  -0.130
70 N 0.73440 -5.35694 5.22101  -0.310
71 C 1.50474 -5.50364 6.45228  -0.139
72 C 1.63070 -5.05775 4.10715  -0.155
73 N -1.66925 -5.89813 4.97240  -0.341
74 C -2.88904 -5.76126 4.17215  -0.131
75 C -1.76110 -6.98332 5.90740  -0.114
76 H -1.99334 -4.96920 8.43118  0.083
77 H -0.82480 -3.66799 8.69329  0.087
78 H -0.29221 -5.20077 8.04505  0.044
79 H -3.39298 -3.40001 6.59021  0.076
80 H -2.26546 -2.26225 5.83516  0.069
81 H -2.36753 -2.34405 7.58249  0.082
82 H 1.46738 -4.61232 7.08868  0.079
83 H 2.55665 -5.68032 6.22776  0.079
84 H 1.18621 -6.37753 7.02839  0.065
85 H 2.21796 -4.14665 4.27627  0.080
86 H 1.07263 -4.92319 3.17965  0.060
87 H 2.31601 -5.89333 3.95431  0.083
88 H -3.73783 -5.39675 4.77010  0.077
89 H -3.17148 -6.71650 3.72462  0.081
90 H -2.73351 -5.05799 3.35004  0.074
91 H -2.63461 -6.87936 6.56464  0.090
92 H -0.87761 -7.09686 6.53074  0.067
93 H -1.86755 -7.92204 5.35568  0.092

Results
**F_max**: 6.32 eV/A
**Total charge**: +1
**HOMO**: -9.16 eV
**Energy**: -79178.1745 eV
**Energy above the lowest of the compared OMol25 structures with the same formula, charge and spin**: 0.0 kcal per mole
**Gap between HOMO and LUMO**: 5.99 eV

***

> Look up the F_max of the second one.

6.32 eV/A